Record 1
Molecular formula: C37H100O13
Method: DFT, wB97M-V/def2-TZVPD

Geometry as ORCA input:
```
! wB97M-V def2-TZVPD RIJCOSX def2/J DEFGRID3
* xyz 0 1
C 9.1580 10.0688 11.9511
H 15.6102 13.8812 14.2262
C 16.3486 16.8518 10.6846
H 8.3273 10.4889 12.5380
H 14.3340 15.5287 13.9768
C 13.7801 10.6894 15.2942
H 15.1558 11.8206 16.3201
O 10.2477 10.9545 12.3776
O 9.9737 19.0954 13.4018
H 13.4292 8.6611 9.6076
C 11.7901 20.4867 13.6927
C 15.3093 10.3330 10.6117
H 9.8930 10.3923 18.5699
H 12.2247 14.8707 12.8056
H 8.1498 15.5484 11.2015
C 8.6891 15.2863 18.4124
H 8.5238 16.8916 10.1474
H 15.0586 14.8301 17.7656
H 10.3294 8.3331 11.5110
C 12.9284 14.0824 13.1429
H 13.2678 7.5729 11.0091
H 12.3767 14.1476 15.9017
H 13.9409 13.5309 20.8131
H 9.9449 10.5228 15.0302
H 10.9805 21.3021 13.6420
H 13.8490 13.0206 9.8133
H 13.4186 10.5154 12.6784
H 14.3325 12.2391 14.1225
O 7.6884 13.0948 16.0257
H 14.5752 16.6294 11.7492
H 9.6403 18.2435 13.0308
O 17.1904 14.0802 13.0720
C 18.2835 12.3483 14.2380
C 15.8929 17.6097 13.0889
C 15.6101 13.6670 8.6128
H 15.6249 13.7205 20.1152
C 14.3428 9.4511 11.4174
H 6.8801 14.6283 19.2780
H 9.8369 8.4644 13.1874
H 13.0169 8.7898 15.9347
H 12.6537 20.8253 13.1821
O 7.8363 15.7469 17.3087
H 8.5073 11.2429 10.2628
C 12.8504 15.0489 15.4029
C 13.9272 8.3031 10.4911
H 14.7612 7.7346 10.1392
H 12.0112 20.2736 14.7771
H 14.5376 10.4646 17.2848
H 18.2882 12.6830 12.0546
H 16.8091 12.1083 12.6729
H 10.9950 10.0864 17.2944
H 9.8644 14.1928 17.0808
O 13.2359 10.1862 11.8441
H 13.1090 17.9761 13.4785
H 11.8361 18.0028 14.7199
H 11.3951 19.2441 11.9703
H 16.2731 9.8565 10.4213
O 9.1618 9.9832 15.2635
C 7.8709 14.2380 19.1106
C 13.4021 9.2999 15.0496
H 13.5802 14.0246 8.3532
H 8.2720 7.7200 16.3820
H 16.0609 17.2879 9.7544
H 7.3515 13.9797 16.2563
O 14.8426 13.8969 14.8226
C 9.0440 9.7200 16.6332
H 8.0821 16.6472 17.1021
C 14.0439 16.3215 20.3905
C 14.1977 13.8581 9.2330
C 10.0143 10.5207 17.4696
H 15.6946 10.1367 16.1497
H 12.9068 11.2957 15.6927
C 15.3343 17.3722 11.6480
H 15.4491 12.8788 7.7828
C 14.8641 10.8093 16.3375
C 6.5861 13.0410 13.9426
H 7.9899 9.9583 16.9951
C 8.7253 15.8178 10.2852
H 11.0770 10.4926 12.1482
H 7.6166 13.4078 18.3625
H 9.7767 10.1589 9.8879
H 15.9356 14.5717 8.0998
O 14.9294 15.5989 18.2816
C 8.9385 13.9510 14.0569
C 14.5339 13.7708 19.9342
H 17.3939 12.3122 14.9400
C 8.8402 10.2707 10.4808
H 6.0928 14.0208 14.0951
H 6.0545 12.3108 14.5840
H 15.5024 11.2568 11.1636
H 15.0774 17.7263 13.8414
H 17.3285 14.5847 12.2631
O 14.7535 18.6511 11.0941
H 10.3383 13.5182 11.1328
C 13.7795 14.6866 14.2757
H 8.1621 9.4755 10.0701
H 8.6305 7.9660 11.9584
H 9.1788 7.9512 17.8566
C 10.4811 14.0345 10.1648
H 18.9364 13.1545 14.5466
C 11.3147 19.2324 13.0995
H 17.3313 13.1975 9.2541
H 12.3611 13.2506 13.5928
C 9.1508 8.2396 16.7638
H 8.8327 16.1465 19.0503
C 10.0418 14.9145 17.8582
H 13.4473 13.7518 12.2314
H 6.6240 12.8399 12.8329
H 8.3138 11.9592 14.6039
H 14.2758 8.7816 14.7400
C 7.9364 12.9549 14.6213
H 13.3592 15.8429 21.1258
H 10.0082 7.8621 16.1712
H 10.6086 15.8975 9.2381
H 13.8914 18.7471 11.4989
H 11.7589 16.0384 11.0722
H 8.5103 14.9577 13.8750
H 9.2800 13.6417 13.0798
O 14.2576 11.2533 14.0621
H 14.8602 9.0563 12.3151
H 11.5636 17.1558 13.1454
H 9.8064 13.8752 14.6876
H 11.9977 15.4987 14.9166
C 9.4948 8.6161 12.1859
H 18.7333 11.3588 14.2287
H 10.5003 15.7734 17.4162
C 14.1443 15.1827 19.3691
O 10.7933 16.1074 11.2761
C 17.6677 12.7343 12.9488
H 10.6518 14.5725 18.6624
H 16.5311 18.5075 13.0822
H 13.3625 15.6692 16.0703
H 11.5609 13.9420 9.9867
H 14.2631 13.0630 19.1290
H 13.1311 15.3500 18.9684
C 12.0622 18.0060 13.6521
H 10.0392 13.4613 9.3794
H 14.9121 10.6146 9.6174
H 12.6584 9.2225 14.2201
H 16.3684 15.7831 10.5687
H 17.2681 17.2901 10.9799
H 8.1892 15.2748 9.4297
C 10.1826 15.4929 10.1935
H 16.4858 16.6870 13.4301
H 13.5576 17.1894 19.9161
H 14.2443 14.7874 9.8174
H 8.3371 13.9506 20.0271
O 16.5407 13.4781 9.6793
H 14.9337 16.5413 20.8673
H 10.0567 11.5851 17.2191
*
```

Values from the calculation:
* E_LUMO: 0.38 eV
* HOMO: -9.595 eV
* relative energy (zero: lowest compared OMol25 entry of this formula, charge and spin): 76.44 kcal/mol
* orbital gap: 0.367 Eh

Record 2
Molecular formula: C37H100O15
Method: DFT, wB97M-V/def2-TZVPD

Geometry as ORCA input:
```
! wB97M-V def2-TZVPD RIJCOSX def2/J DEFGRID3
* xyz 0 1
H 0.5131 17.6491 6.5471
C -2.5418 21.4386 2.8998
C -4.3230 11.2222 7.2259
H -2.1759 15.8708 -0.0597
C -2.3751 15.2135 9.5709
O -8.7891 13.2475 9.8150
C 1.3528 13.1084 6.3558
C 0.0754 18.6331 6.7647
C 0.6683 19.5833 5.7564
C -7.4609 15.1285 9.3151
H -3.0951 14.4335 -0.6166
H -1.1223 14.4052 6.2474
H -4.6471 16.5938 7.7061
H -5.8250 18.8487 0.3730
H 0.0517 15.4471 7.7740
O -1.8251 15.7744 8.4020
C 0.2359 19.0222 8.2178
C -3.1546 12.1505 6.9422
C -6.9500 18.2824 3.5858
O 0.9728 18.3402 1.4794
H 1.3390 16.0624 0.0624
H -3.0942 22.6420 4.6141
O -9.8517 10.4724 5.1750
H -1.6102 21.2995 2.3279
H -6.3081 15.1480 4.7583
H -8.1445 12.3677 4.5780
C 0.9015 15.9650 1.0598
H -3.0498 14.4017 9.2608
H -4.3463 19.8553 6.5838
H -2.4984 15.9894 7.7296
H -2.7081 17.1570 10.5645
O -3.8959 9.8602 6.9713
H -7.4995 19.7014 2.0906
O -6.2853 14.3690 9.6687
H 1.6424 18.2285 2.1604
H -6.3321 14.8778 6.4552
H -7.6893 20.6960 8.2404
H 0.7628 12.5945 7.1120
C -0.4415 16.9850 2.9133
H -5.9946 10.7026 1.8409
C -3.1239 13.1360 1.8749
C -3.1480 16.1690 10.4373
C -8.3967 12.3282 5.6414
C -2.6472 20.1260 3.6411
H -5.0842 14.4869 1.6374
C -6.8722 12.7801 0.4517
H -1.7243 17.9636 7.2113
H -5.4947 10.5956 8.9595
C -2.3632 22.6357 3.8018
H -1.5118 14.2569 0.0713
H -9.3541 14.7912 8.4926
H -5.8628 12.4372 0.2223
H -5.1427 11.3274 6.5168
H -6.0447 21.4085 9.9399
H 0.3951 19.4529 4.7118
H -10.7731 13.6625 5.5480
C -4.8380 16.3145 5.8093
H -4.9011 15.6294 9.7543
C -5.7592 18.6087 1.4342
H -9.1843 12.4699 9.4136
C -9.7835 11.7585 5.8411
H -6.9902 10.8472 3.3585
O -3.6762 21.5316 2.0417
C -7.1198 18.6820 2.1268
O -4.4023 15.1675 1.5574
C -4.4469 19.8488 7.6759
C -2.4335 14.8362 0.1569
C -7.1942 12.4835 1.8816
H 2.4056 12.9689 6.6256
H -7.6449 10.3809 1.8047
H -0.5554 14.5589 4.6520
H -0.2521 18.2488 8.8163
H 0.2231 17.2749 3.7322
H -6.0309 18.7464 3.9546
O -5.4954 20.7189 9.5564
H -1.7222 19.9213 4.1797
H -0.6853 17.3358 0.8154
H -7.1672 13.8127 3.2567
H -5.4142 17.2427 5.8951
H -3.5394 22.2435 1.4105
H -6.7784 17.2057 3.6941
H -6.8835 13.8637 0.3072
H 0.3484 15.0281 1.0896
H -6.6207 13.5335 10.0138
H -7.0019 19.4444 7.2983
H -10.7277 12.6261 4.1539
H -9.4015 9.8238 5.7231
O -6.4532 13.3724 2.7872
H -2.3445 23.6184 3.3299
C -8.4921 14.1888 8.7996
C -0.3168 14.8710 5.6743
H 1.7594 19.4496 5.7561
C -4.7761 11.3604 8.6659
H -2.5322 15.2002 2.2457
H -5.0343 14.1771 5.4894
H -5.2977 12.3243 8.7253
C -6.8614 20.4958 7.5523
H -3.9309 11.3525 9.3535
H 1.2829 19.0519 8.5206
H -7.4576 16.9784 1.3085
H -5.1760 21.8616 7.8618
H -11.8610 12.2253 5.3947
O -1.3164 18.4257 6.4716
C -3.0916 14.6130 1.5110
H -1.5856 14.7001 10.1276
H -3.7119 12.5781 1.1470
H -7.8499 15.6016 10.2225
H -1.3408 17.5881 3.0655
H -4.3375 16.5119 3.7019
H -2.8717 19.3383 2.9248
H -8.0562 13.6403 7.9599
H -7.6338 11.7402 6.1533
H -3.3476 15.4730 4.6608
C -10.8584 12.6203 5.2433
O -4.4097 16.4636 9.7698
H -4.6181 18.8047 7.9386
H -3.0832 17.2365 4.7314
H -5.0410 19.3222 1.8470
H -3.2896 13.1402 7.3844
H -7.6292 12.3743 -0.2151
H 0.5836 20.6330 6.0559
O -4.0192 16.3445 7.0162
H 1.7994 15.8198 1.6786
C -5.6447 15.0711 5.6210
H -7.0508 21.1237 6.6761
O 0.9512 15.1253 7.6139
H -0.4196 15.9591 5.6249
H -3.5980 13.0414 2.8571
H 1.2466 12.6632 5.3649
H -7.1498 15.8702 8.5864
H -2.1168 12.7389 2.0023
H -8.3241 13.3778 5.9369
C -5.4920 20.8493 8.1156
C -6.9273 11.0543 2.2958
H -2.2157 11.7324 7.3117
C 0.1311 17.1946 1.5231
O -7.9895 17.7705 1.4391
H -3.3878 15.7657 11.4240
H -10.0146 11.4944 6.8806
H -3.4015 20.0998 4.4362
H -3.4682 20.0862 8.0978
C 1.0446 14.5997 6.3001
C -3.8388 16.4569 4.6734
H -5.3303 17.6113 1.5782
H -0.7612 15.9691 3.1335
H 1.8075 15.0845 5.6815
H -8.2547 12.6854 2.0706
H -3.0235 12.2652 5.8635
H -7.7955 18.5145 4.2344
H -3.1044 9.7165 7.5005
H -1.3744 22.5427 4.2688
H -0.2476 19.9800 8.4131
*
```

Values from the calculation:
* E_LUMO: 0.10 eV
* HOMO: -9.636 eV
* relative energy (zero: lowest compared OMol25 entry of this formula, charge and spin): 0.00 kcal/mol
* orbital gap: 0.358 Eh

Record 3
Molecular formula: C37H18Cl92F2O3
Method: DFT, wB97M-V/def2-TZVPD

Geometry as ORCA input:
```
! wB97M-V def2-TZVPD RIJCOSX def2/J DEFGRID3
* xyz 0 1
C -0.7459 -0.0205 -2.4838
Cl 8.9098 -6.8172 1.4477
Cl 5.6249 -4.4878 4.9304
Cl 5.1360 4.3365 -1.1080
C -0.4962 -0.4764 -3.9937
O -4.5535 3.0374 -2.5264
C -3.2707 1.6877 -0.0096
Cl -1.5064 -4.3630 4.1693
Cl -7.2647 -2.7439 2.2095
Cl 2.3108 3.6247 9.7547
C -4.1919 0.7840 0.6318
Cl -6.5198 4.2733 -5.0429
Cl -3.8927 -2.4476 -7.5232
C 8.8772 -7.3669 -0.2396
C 0.0650 -1.9955 -4.0759
C 6.8552 6.5859 10.7423
Cl 6.6525 7.1656 12.4088
H -4.3923 -2.8583 -2.1487
Cl -7.1531 -4.2723 -6.3697
C -8.0126 -2.7474 -6.7094
O -3.7358 1.1127 -3.7030
Cl 4.5610 6.0008 1.1911
Cl -7.3470 -6.6399 -8.0601
H 3.0766 -1.8717 -1.5395
C 1.4933 -2.1164 -3.3624
C -1.1243 -5.0501 -12.0540
H -6.4472 -1.6985 -2.0198
C -1.2492 -2.6492 4.5544
Cl -3.7991 5.2414 -5.3182
Cl 0.2190 -4.8952 7.9194
C 4.0630 -1.5651 1.6999
Cl 1.1255 1.7365 2.5104
H -1.6520 2.8029 -2.5331
Cl -0.7937 3.6867 3.4757
Cl -0.1551 1.1079 8.4421
C -6.2223 -1.9096 -3.1274
Cl 0.5373 4.9865 7.9069
C -2.1439 8.3996 -2.2319
C -0.5016 -4.7581 9.5358
F -2.4059 -0.9951 -1.0779
Cl 5.5443 5.4572 10.3455
H -1.3610 -0.3138 -4.7081
C 13.9712 -6.0017 0.5379
Cl 10.5459 2.3699 14.9943
Cl -7.1415 -1.8602 -12.7070
C 2.9536 1.4526 6.2263
Cl -1.0457 11.9657 2.5395
H -2.9167 2.5708 0.6208
C -3.2388 -3.9858 -6.9505
C -4.7340 -2.5041 -3.1762
Cl -0.5557 3.1685 0.6294
H -0.1255 0.9319 -2.3213
Cl 12.4226 -5.3127 0.0125
C -5.4606 5.6849 -4.8573
Cl -1.3982 2.9183 10.3329
H -2.7003 -2.1102 -3.9446
Cl 3.7931 1.0177 7.7294
H 0.2513 -2.2131 -5.1748
Cl 7.1854 4.8036 0.8930
C -3.4809 -0.1487 -2.9964
Cl -1.9170 7.5616 -0.6769
Cl -6.0431 -2.2272 4.7890
C 0.3348 3.2890 2.1616
Cl -2.2907 0.1632 10.1644
Cl -5.4876 6.2260 -3.1670
Cl 9.0867 4.5127 13.6960
Cl 4.9047 -3.0910 2.0294
Cl 3.9539 0.9922 4.8349
Cl 0.6978 -5.2201 10.7605
Cl 13.7062 -7.0386 1.9545
Cl 6.0768 -7.3343 5.2389
H -6.2820 -0.8991 -3.6515
Cl 0.4346 -2.2108 4.2027
F -4.1218 -1.1684 -5.1232
Cl 1.4021 0.5914 6.1443
Cl -1.8044 -3.5072 -12.6190
C 5.4461 4.5698 0.6235
Cl 6.8056 7.9656 9.6256
Cl -2.3369 -1.6520 3.5704
Cl -0.6232 -6.0213 -13.4526
H -3.7085 -0.0090 1.3008
Cl 2.3252 4.7492 -2.8587
C 1.4633 5.1473 9.4142
H -5.3136 0.7670 0.4718
Cl 1.5646 4.5616 2.0294
Cl -2.7451 -4.9710 -8.3418
Cl 5.2514 -0.2570 1.5283
Cl 0.2820 -4.7336 -11.0181
Cl -1.6305 12.7818 -0.1808
C -0.6307 11.7184 0.8306
Cl -1.0174 -3.0818 9.8152
H -4.3728 -0.1642 -2.2642
C -7.6653 -7.7971 -9.3696
H -0.6459 -2.7474 -3.5978
Cl -7.5561 -4.6105 -11.8929
Cl 0.3125 0.7786 11.2838
Cl 4.8955 3.1383 1.5187
Cl -9.1663 -2.4092 -5.4013
Cl 2.6482 6.4570 9.2428
Cl -6.4268 -7.6228 -10.6299
Cl 2.3536 2.7546 -4.9616
Cl -3.2646 9.7609 -2.0188
Cl 14.6659 -6.9672 -0.7805
C -6.6745 -1.4785 3.3071
Cl 9.5490 2.0185 12.2944
Cl -4.4814 -4.8598 -6.0219
Cl 2.9661 -1.1932 3.0427
C -3.6497 -1.5183 -3.7816
O -1.7604 2.6528 -1.5653
H -0.2569 -0.7940 -1.7900
H -4.7779 -3.4053 -3.8834
Cl -1.9081 -5.8357 9.6488
Cl 7.8457 -8.8063 -0.3726
H -7.0159 -2.6461 -3.4681
C -2.2585 0.1113 -2.0183
Cl -1.8331 -3.6652 -5.9137
Cl 2.6614 3.2033 6.1950
Cl 4.3859 4.8222 -4.8949
Cl -0.9314 10.0258 0.3864
Cl -6.0331 6.9967 -5.9083
Cl 8.2257 -6.0749 -1.2693
Cl 15.0898 -4.6905 0.9646
C 6.5503 -5.8815 4.3359
Cl -8.0093 -0.3825 3.7193
C -6.5321 -3.1763 -11.6821
Cl -9.2679 -7.4782 -10.0642
Cl 11.7568 3.8283 12.8003
Cl -6.8486 -1.4170 -6.8213
C -0.8832 1.2421 10.0556
Cl 10.5247 -7.7673 -0.7643
C -3.8135 2.0660 -2.6233
Cl -5.3787 -0.5592 2.5077
C -2.7444 1.5635 -1.4986
Cl -7.6189 -9.4504 -8.7229
Cl 1.6500 5.5003 -5.5757
Cl -6.5728 -2.6675 -9.9827
Cl 8.4172 5.7571 10.5907
Cl 6.2167 -6.1245 2.6080
Cl 0.3574 5.5199 10.7527
Cl -8.8875 -2.8919 -8.2466
C 2.3624 -2.0005 -2.4368
Cl 3.1255 -1.7123 0.1929
Cl -4.8620 -3.5706 -12.1476
C 2.6785 4.4570 -4.5728
Cl -2.8175 7.2621 -3.4156
Cl 8.2857 -5.5804 4.5663
C 10.2344 3.1824 13.4467
Cl 1.0848 12.1023 0.5767
H 0.3684 0.1599 -4.4041
Cl -2.3520 -5.9361 -11.1263
Cl -0.5786 9.0043 -2.8169
Cl -1.5878 -2.3716 6.2748
*
```

Values from the calculation:
* E_LUMO: -1.14 eV
* HOMO: -8.066 eV
* orbital gap: 0.255 Eh

We obtain max |F| values of 0.0724 0.0478 0.0865 hartree/bohr for the records listed above, in that order.